ORCA calculation (the ωB97M-V functional and the def2-TZVPD basis) on a molecular structure, C11H27KNO4 at a distorted geometry.

Properties
max |F|: 2.87 eV/Å
HOMO-LUMO gap (spin up / spin down): 5.718 / 4.280 eV
E_tot: -37843.6653 eV
LUMO energy (spin up / spin down): -0.0054 / -0.0560 Eh

The geometry in ORCA input format:
```
! RIJCOSX wB97M-V def2-TZVPD def2/J DEFGRID3
* xyz 0 2
K -0.9761 -0.7904 -0.9250
C -4.0303 -0.0052 -2.7710
C -3.8714 1.0858 -1.7326
O -2.6222 1.7869 -1.7234
H -4.9725 -0.5289 -2.6096
H -3.2638 -0.7719 -2.6585
H -4.0059 0.3608 -3.7974
H -4.1780 0.7084 -0.7571
H -4.7267 1.7316 -1.9313
C 2.6251 0.5808 -2.2364
C 1.5849 0.6544 -3.4460
C 2.0245 -0.3584 -4.4848
O 0.1719 0.5774 -3.0931
H 3.6048 0.8134 -2.6539
H 2.5636 -0.3808 -1.7267
H 2.3455 1.3715 -1.5403
H 1.6126 1.6899 -3.7851
H 1.2870 -0.5727 -5.2582
H 2.3115 -1.3840 -4.2526
H 2.8401 -0.0307 -5.1294
C -3.4472 -1.7164 1.2936
O -2.0313 -1.6744 1.4423
C -1.5087 -1.2855 2.7337
C -0.0299 -1.2261 2.4003
N 0.2188 -0.1825 1.3719
C 1.7053 0.0321 1.2384
C 2.6381 0.3627 2.3359
O 2.3335 1.5772 3.0125
C 3.1879 1.9251 4.0388
H -3.7050 -2.0309 0.2823
H -4.0737 -0.9486 1.7475
H -3.6384 -2.7325 1.6388
H -1.6381 -1.9003 3.6244
H -1.7839 -0.2515 2.9417
H 0.2789 -2.1849 1.9839
H 0.5578 -1.0820 3.3069
H -0.2880 0.6026 1.7549
H 1.9276 0.8208 0.5196
H 2.2059 -0.8738 0.8968
H 3.6456 0.4047 1.9220
H 2.7081 -0.4078 3.1037
H 3.0488 2.9235 4.4534
H 4.1647 2.0610 3.5747
H 3.1987 1.2496 4.8942
*
```